# 1
C25H30N2O7 | ωB97M-V/def2-TZVPD

As for the total charge: 0. Its spin multiplicity is 1. The SMILES is CCOc1cc(C(=O)OCC(=O)N[C@H](C)c2ccccc2)ccc1OCC(=O)N1CCOCC1. As for the energy above the lowest of the compared OMol25 structures with the same formula, charge and spin: 132.8 kJ/mol. The HOMO-LUMO gap comes out at 9.342 eV. For the calculated total energy, the calculation gives -43725.216 eV.

Element x y z (Å)
1 C 3.48034 4.10979 -0.72599
2 C 3.78470 2.86414 0.09773
3 O 2.60285 2.21023 0.54045
4 C 1.73290 1.74284 -0.40844
5 C 0.41246 2.14432 -0.31494
6 C -0.55900 1.65229 -1.18388
7 C -1.95095 2.11942 -1.01539
8 O -2.29868 2.97116 -0.23537
9 O -2.81179 1.45611 -1.81803
10 C -4.18854 1.75288 -1.65310
11 C -4.83024 1.09001 -0.41945
12 O -5.99372 1.29050 -0.15095
13 N -3.98790 0.31118 0.27327
14 C -4.24386 -0.30501 1.56815
15 C -4.80506 0.71729 2.55969
16 C -2.94102 -0.86933 2.07752
17 C -2.85350 -2.17406 2.54136
18 C -1.65018 -2.67200 3.01179
19 C -0.52026 -1.87226 3.02242
20 C -0.60038 -0.56803 2.56236
21 C -1.80281 -0.06882 2.09636
22 C -0.19241 0.73958 -2.16553
23 C 1.12228 0.32874 -2.27387
24 C 2.09751 0.81500 -1.40935
25 O 3.41121 0.44558 -1.45138
26 C 3.81695 -0.56589 -2.35071
27 C 3.20473 -1.94420 -2.06379
28 O 2.63179 -2.55637 -2.94655
29 N 3.35411 -2.43119 -0.81964
30 C 3.99812 -1.79871 0.31124
31 C 2.95301 -1.57367 1.41177
32 O 2.34322 -2.78787 1.78061
33 C 1.70152 -3.38853 0.67880
34 C 2.69782 -3.67197 -0.44955
35 H 4.40590 4.62369 -0.96982
36 H 2.97388 3.83926 -1.65062
37 H 2.83783 4.78352 -0.16433
38 H 4.41775 2.17808 -0.47457
39 H 4.29747 3.13308 1.02436
40 H 0.13251 2.84817 0.45335
41 H -4.33658 2.83327 -1.54848
42 H -4.69216 1.40198 -2.55537
43 H -3.06378 0.15823 -0.10038
44 H -4.97997 -1.11013 1.43750
45 H -5.74659 1.10990 2.18728
46 H -4.10557 1.53984 2.68564
47 H -4.96873 0.23980 3.52232
48 H -3.73244 -2.80274 2.53412
49 H -1.59445 -3.68934 3.37024
50 H 0.41980 -2.26443 3.37868
51 H 0.27397 0.06654 2.57122
52 H -1.85754 0.95414 1.75187
53 H -0.93309 0.35118 -2.84554
54 H 1.37728 -0.39386 -3.03162
55 H 3.57110 -0.30236 -3.38568
56 H 4.90574 -0.61769 -2.25382
57 H 4.45289 -0.85113 0.03711
58 H 4.77155 -2.47920 0.68804
59 H 3.42409 -1.17724 2.31215
60 H 2.19437 -0.86129 1.05405
61 H 1.26252 -4.31633 1.04736
62 H 0.90091 -2.73010 0.30746
63 H 2.19120 -4.06797 -1.32982
64 H 3.45403 -4.38470 -0.10425

Atomic forces in eV per Å
-0.1 -0.4 0.2
0.5 0.4 -0.2
-0.3 -0.4 0.0
-0.1 0.0 -0.1
0.1 -0.1 -0.1
0.3 -0.2 -0.1
-0.1 0.3 0.2
0.0 -0.1 -0.1
0.3 -0.2 -0.1
-0.6 0.4 0.2
0.5 0.1 -0.5
-0.4 0.1 0.0
0.5 -0.3 0.1
-0.4 0.1 0.2
-0.2 -0.1 -0.2
0.0 -0.1 -0.1
-0.1 0.1 0.0
0.0 -0.1 0.1
0.1 -0.1 0.1
0.1 0.0 0.0
0.0 0.0 0.0
-0.2 0.2 0.2
0.3 -0.1 -0.1
-0.1 0.2 0.2
-0.2 0.3 0.2
0.0 -0.1 -0.3
0.1 0.3 -0.1
-0.1 0.0 -0.4
0.0 -0.2 0.2
0.0 0.2 0.4
0.3 0.2 -0.1
0.1 -0.1 0.2
0.0 -0.2 -0.3
-0.4 -0.1 0.1
0.1 0.1 -0.1
0.0 0.0 -0.1
0.0 0.1 0.0
-0.1 0.1 0.2
0.0 0.0 -0.1
0.0 0.1 0.1
0.0 -0.2 0.0
0.1 0.0 0.1
-0.2 0.0 -0.1
0.2 0.1 0.1
0.0 0.0 0.1
0.1 0.1 0.0
0.0 0.0 0.1
-0.1 -0.1 0.0
0.0 -0.1 0.0
0.1 0.0 0.0
0.1 0.1 0.0
0.0 0.1 0.0
0.0 -0.1 -0.1
0.1 -0.1 -0.1
0.0 -0.1 0.2
-0.1 0.0 0.0
0.0 -0.1 0.0
0.0 0.1 0.0
0.0 0.1 -0.1
0.1 0.0 0.0
0.0 0.0 -0.1
0.0 -0.1 0.0
0.1 0.0 0.1
0.0 0.0 0.0

# 2
C25H30N3 | ωB97M-V/def2-TZVPD

As for the total charge: +1. Its spin multiplicity is 1. The SMILES is CC1=[N+](C)c2ccccc2/C1=C(\c1ccccc1)[C@@H]1N(C)C=CN1C(C)(C)C. As for the energy above the lowest of the compared OMol25 structures with the same formula, charge and spin: 404.2 kJ/mol. The HOMO-LUMO gap comes out at 5.692 eV. For the calculated total energy, the calculation gives -30871.569 eV.

Element x y z (Å)
1 C 2.83592 -0.64935 0.09507
2 C 2.12262 0.55800 -0.41643
3 N 2.88596 1.63760 -0.76377
4 C 4.31970 1.63289 -0.87877
5 C 2.07946 2.72743 -1.11001
6 C 2.41749 4.06086 -1.42698
7 C 1.40741 4.92859 -1.89313
8 C 0.07554 4.38813 -2.00909
9 C -0.27886 3.06013 -1.65953
10 C 0.74803 2.28090 -1.13077
11 C 0.75987 0.90459 -0.59597
12 C -0.35941 -0.00542 -0.40533
13 C -1.64803 0.60227 -0.15897
14 C -1.75479 1.80964 0.57095
15 C -2.98269 2.47104 0.56797
16 C -4.13942 1.82226 0.05902
17 C -4.00296 0.57268 -0.57307
18 C -2.76680 -0.03563 -0.69390
19 C -0.53044 -1.52743 -0.18583
20 N -0.55540 -2.23681 -1.38395
21 C -0.20505 -1.72928 -2.65882
22 C -0.65453 -3.56764 -1.19045
23 C -0.82795 -3.78253 0.14951
24 N -0.80465 -2.51606 0.79883
25 C -0.59214 -2.33214 2.25700
26 C 0.10863 -1.04569 2.62284
27 C 0.27393 -3.53391 2.67711
28 C -1.95356 -2.28770 2.97517
29 H 2.19333 -1.49811 0.37173
30 H 3.53391 -1.07103 -0.65677
31 H 3.48289 -0.35272 0.95799
32 H 4.65415 2.68814 -0.95394
33 H 4.81244 1.08965 -0.05002
34 H 4.57401 1.14737 -1.83923
35 H 3.46117 4.36912 -1.39582
36 H 1.62619 5.99894 -2.15163
37 H -0.73873 5.09122 -2.30243
38 H -1.28141 2.59259 -1.83936
39 H -0.84778 2.22171 1.00988
40 H -2.98906 3.47797 1.03846
41 H -5.12230 2.30213 0.19038
42 H -4.91689 0.13314 -0.99339
43 H -2.64594 -0.98080 -1.19199
44 H 0.40400 -1.03250 0.27059
45 H 0.84411 -1.30084 -2.58488
46 H -0.36901 -2.51445 -3.42990
47 H -0.93775 -0.93603 -2.86674
48 H -0.39181 -4.34214 -1.94592
49 H -0.76158 -4.78122 0.61664
50 H -0.40244 -0.17071 2.26116
51 H 0.10478 -0.96729 3.71757
52 H 1.14509 -0.99428 2.30946
53 H -0.36926 -4.43527 2.66848
54 H 1.09634 -3.71043 1.90490
55 H 0.70319 -3.45795 3.71153
56 H -2.56647 -3.18663 2.77032
57 H -1.77303 -2.22311 4.05700
58 H -2.50002 -1.36387 2.70720

Atomic forces in eV per Å
0.7 -0.3 0.2
-0.8 0.9 -0.6
-0.4 0.6 0.6
0.6 0.3 -0.5
-0.2 0.2 -0.3
-0.2 0.0 -0.7
-0.4 -1.1 0.5
-0.5 0.5 0.1
0.3 1.2 -0.6
-0.2 -1.3 0.4
1.8 -1.7 -0.7
-2.5 -0.3 0.6
-0.3 1.0 1.9
-0.8 -0.4 -1.1
0.0 0.1 0.8
0.9 0.4 0.2
-1.1 0.7 0.0
-0.2 0.8 0.3
1.2 -0.1 -2.9
0.5 -1.1 0.1
0.3 1.3 -0.7
0.6 -1.9 1.3
0.3 0.5 -0.4
-0.4 -0.2 -0.6
-0.3 -0.6 0.5
0.4 0.3 0.3
0.4 -0.8 0.0
-0.1 -0.2 0.1
0.1 0.5 0.0
-0.4 0.3 0.2
-0.6 -0.4 -0.5
0.0 -0.8 0.3
-0.2 0.6 -0.4
0.2 0.1 0.4
-0.3 0.1 0.0
-0.3 -1.3 0.3
0.8 -0.7 0.0
1.0 1.0 0.3
-0.3 0.1 -0.1
-0.5 -0.9 -0.4
0.6 -0.3 -0.3
0.5 0.0 0.2
-0.2 -0.2 -0.2
1.6 0.3 1.3
-1.2 -0.5 -0.8
0.5 0.6 0.6
0.6 0.2 -0.2
-0.6 1.0 0.6
-0.5 1.2 0.0
-0.3 0.4 -0.2
0.0 -0.1 -0.3
0.2 -0.1 -0.1
0.5 0.3 0.1
-0.9 0.3 1.2
-0.4 0.2 -1.0
0.3 0.5 0.0
-0.1 -0.2 -0.2
0.1 -0.5 -0.1

# 3
C25H30N3OS | ωB97M-V/def2-TZVPD

As for the total charge: +1. Its spin multiplicity is 1. As for the energy above the lowest of the compared OMol25 structures with the same formula, charge and spin: 0.0 kJ/mol. The HOMO-LUMO gap comes out at 4.348 eV. For the calculated total energy, the calculation gives -43755.644 eV.

Element x y z (Å)
1 C 1.82119 0.67616 4.54405
2 O 0.50539 1.17183 4.52051
3 C -0.40434 0.17041 4.54192
4 C -1.78247 0.41379 4.54182
5 C -2.74603 -0.62353 4.55512
6 C -4.08660 -0.31970 4.55395
7 C -4.51021 1.00169 4.54347
8 C -3.58075 2.03130 4.53445
9 C -2.23935 1.74912 4.53350
10 H 2.51932 1.51280 4.54837
11 H 1.97161 0.08196 5.44635
12 H 1.99816 0.06642 3.65711
13 H -0.03979 -0.84643 4.56157
14 H -2.42247 -1.65037 4.57200
15 H -4.81742 -1.11068 4.56717
16 H -5.56362 1.23034 4.54733
17 H -3.91378 3.05530 4.53246
18 H -1.50806 2.53913 4.53350
19 C 3.54376 -1.39817 -2.31009
20 C 2.66746 -0.16513 -2.10262
21 C 2.60836 0.20369 -0.61836
22 N 3.18888 0.93472 -2.84410
23 C 2.29253 1.43956 -3.59129
24 S 2.55068 2.84483 -4.64068
25 C 2.97376 3.95309 -3.33157
26 C 3.21517 5.23737 -3.84009
27 N 3.41167 6.30149 -4.25670
28 C 0.96391 0.72118 -3.46950
29 C -0.06213 1.64382 -2.80694
30 C 0.47223 0.23623 -4.82937
31 N 1.26710 -0.45621 -2.59471
32 C 0.28073 -0.95197 -1.71893
33 C -0.17760 -2.22316 -1.69826
34 C -1.19628 -2.69629 -0.78459
35 C -1.64317 -4.02376 -0.82213
36 C -2.60409 -4.47156 0.06006
37 C -3.14328 -3.61715 1.00336
38 C -2.71278 -2.30777 1.06026
39 C -1.75965 -1.85200 0.18032
40 H 4.54656 -1.21045 -1.93108
41 H 3.12522 -2.26386 -1.79964
42 H 3.62039 -1.63188 -3.36876
43 H 3.59227 0.48033 -0.24862
44 H 1.95139 1.05634 -0.46819
45 H 2.22913 -0.62956 -0.02875
46 H 2.15445 3.96733 -2.60908
47 H 3.85382 3.55780 -2.81947
48 H -0.24316 2.53011 -3.41300
49 H -1.01335 1.13052 -2.67602
50 H 0.28867 1.97696 -1.83047
51 H 0.21727 1.08383 -5.46669
52 H 1.24488 -0.35554 -5.32082
53 H -0.41420 -0.38678 -4.71176
54 H -0.13554 -0.24827 -1.02092
55 H 0.23878 -2.91374 -2.40708
56 H -1.22044 -4.70519 -1.54181
57 H -2.93055 -5.49894 0.02501
58 H -3.88981 -3.97169 1.69727
59 H -3.11131 -1.64147 1.80757
60 H -1.44250 -0.82818 0.25356

Atomic forces in eV per Å
1.9 -0.5 0.0
-3.6 -2.4 0.1
0.9 2.3 -0.1
-0.1 0.6 0.0
0.4 -0.1 0.0
0.0 -0.3 0.0
0.2 -0.1 0.0
0.1 0.4 0.0
0.1 0.2 0.0
-0.3 0.0 0.0
0.1 0.1 -0.1
0.1 0.1 0.0
0.3 -0.2 0.0
0.1 -0.2 0.0
-0.1 -0.2 0.0
-0.1 0.0 0.0
0.0 0.2 0.0
0.0 0.2 0.0
0.1 0.2 0.0
-0.7 -1.6 1.3
0.3 0.2 0.1
0.0 1.1 -0.8
0.2 -1.4 0.9
-0.6 -1.0 -0.9
0.1 -1.3 1.7
0.7 3.4 -1.1
-0.3 -1.4 0.5
-1.3 -0.4 0.0
-0.1 0.3 -0.2
0.0 0.1 -0.1
1.5 0.9 -1.4
-0.1 -0.7 -0.2
1.0 1.6 -0.5
-0.6 -0.3 0.7
0.3 0.5 -0.1
-0.2 -0.2 0.1
-0.2 -0.3 0.1
0.0 0.0 0.1
0.2 -0.1 -0.1
0.1 0.0 0.1
-0.1 0.0 0.1
-0.1 0.0 -0.1
0.2 0.0 0.0
-0.1 0.2 0.0
0.0 -0.1 0.0
0.0 0.2 0.0
0.0 0.2 0.0
0.0 0.0 -0.1
-0.1 0.0 0.0
0.0 0.0 0.1
0.0 0.0 -0.1
0.0 0.0 0.0
0.0 0.0 0.0
-0.2 0.3 0.3
0.1 -0.3 -0.3
0.1 -0.1 -0.2
0.0 -0.1 -0.1
-0.1 -0.1 0.0
-0.2 0.2 0.1
0.1 0.2 0.0

> What is the formula in the third record?

C25H30N3OS

> Which of these has the lowest total charge?

C25H30N2O7